C17H29NO8SSi2 as an isolated structure at a distorted geometry, computed with the ωB97M-V functional and the def2-TZVPD basis.

```
58
C17H29NO8SSi2 the ωB97M-V functional and the def2-TZVPD basis
N 5.3097 -1.8305 1.6199
C 4.5124 -0.8929 1.9202
C 3.0048 -1.1081 1.8852
Si 2.1496 0.5823 1.7210
O 1.9170 0.8337 0.0765
Si 1.7171 2.4262 -0.3945
C 3.3817 3.0763 -0.9175
C 4.2001 2.0918 -1.8128
C 5.4300 1.5484 -1.0691
C 6.4969 0.9455 -1.9923
O 6.3321 -0.4914 -1.9528
C 7.3044 -1.1502 -2.5899
O 8.2593 -0.6322 -3.1307
O 0.6149 2.4095 -1.6891
C -0.7002 2.3723 -1.2469
O -1.1926 3.3857 -0.8016
C -1.4956 1.1159 -1.3802
C -2.7101 1.1951 -2.0273
C -3.4851 0.0893 -2.2025
C -3.0482 -1.1260 -1.7346
C -1.8514 -1.2294 -1.0787
C -1.0905 -0.0989 -0.9038
H 6.2610 -1.4627 1.6840
H 4.8917 0.1085 2.1686
H 2.6240 -1.6837 2.7305
H 2.7903 -1.6453 0.9548
H 0.8950 0.5277 2.4915
H 2.9985 1.6643 2.2717
H 1.1301 3.2830 0.6427
H 3.3162 4.0520 -1.4041
H 3.9563 3.2067 0.0097
H 4.5944 2.6866 -2.6458
H 3.5972 1.3029 -2.2692
H 5.1168 0.7463 -0.3937
H 5.9054 2.3624 -0.5160
H 6.4868 1.3382 -3.0104
H 7.4813 1.1586 -1.5674
H 7.2042 -2.2443 -2.6408
H -3.0634 2.1539 -2.3913
H -4.4371 0.1305 -2.7161
H -3.6353 -2.0278 -1.8608
H -1.4712 -2.1711 -0.7060
H -0.1551 -0.2191 -0.3705
O -5.4614 -1.6337 0.3304
S -5.7501 -1.2790 1.6858
O -5.0781 -1.9172 2.7737
O -7.3247 -1.3744 1.9193
C -7.9852 -2.6053 1.5730
C -7.7738 -3.6809 2.6206
C -5.6059 0.4661 1.8700
H -7.6617 -2.9431 0.5868
H -9.0453 -2.3676 1.5009
H -6.7336 -4.0042 2.6486
H -8.3941 -4.5506 2.4013
H -8.0241 -3.3055 3.6129
H -6.1600 0.9508 1.0708
H -4.5486 0.7152 1.8022
H -5.9968 0.7493 2.8439
```

Calculated values
E   -2299.1289 hartree
Multiplicity   1
E_HOMO   -9.535 eV
LUMO   0.6169 eV
Orbital gap   10.15 eV